DFT (ωB97M-V/def2-TZVPD) results for a single C14H22FNO2 molecule.

Properties
- HOMO (Eh) = -0.3125
- energy (Eh) = -851.72433
- SMILES = CCCCNCCOCCOc1ccc(F)cc1
- frontier orbital gap (eV) = 9.3925
- lowest unoccupied orbital energy (eV) = 0.89
- charge = 0

Each atom is followed by the atoms it is bonded to, with distances in Å.
Atoms and positions in Å:
1 C 5.13337 0.79960 4.27385  C2 1.524, H19 1.088, H20 1.088, H21 1.087
2 C 3.65808 0.45429 4.10975  C1 1.524, C3 1.526, H22 1.092, H23 1.092
3 C 3.12152 0.89016 2.74944  C2 1.526, C4 1.535, H24 1.094, H25 1.092
4 C 1.63515 0.54246 2.58481  C3 1.535, N5 1.450, H26 1.095, H27 1.094
5 N 1.01206 1.00799 1.36100  C4 1.450, C6 1.449, H28 1.016
6 C 1.47655 0.36708 0.14685  N5 1.449, C7 1.533, H29 1.094, H30 1.103
7 C 0.63852 0.85692 -1.04018  C6 1.533, O8 1.417, H31 1.094, H32 1.094
8 O 1.03595 0.26665 -2.26498  C7 1.417, C9 1.405
9 C 0.48732 -0.99824 -2.53432  O8 1.405, C10 1.536, H33 1.093, H34 1.096
10 C -0.96421 -0.93561 -3.03158  C9 1.536, O11 1.414, H35 1.098, H36 1.097
11 O -1.82386 -0.89215 -1.91038  C10 1.414, C12 1.360
12 C -3.16620 -0.80463 -2.11005  O11 1.360, C13 1.397, C18 1.391
13 C -3.94504 -0.73880 -0.95186  C12 1.397, C14 1.378, H37 1.078
14 C -5.31805 -0.65009 -1.03241  C13 1.378, C15 1.385, H38 1.078
15 C -5.91420 -0.62624 -2.28201  C14 1.385, F16 1.352, C17 1.380
16 F -7.26088 -0.53948 -2.36914  C15 1.352
17 C -5.16676 -0.68843 -3.44004  C15 1.380, C18 1.385, H39 1.078
18 C -3.78685 -0.77777 -3.35480  C12 1.391, C17 1.385, H40 1.078
19 H 5.28600 1.87326 4.18647  C1 1.088
20 H 5.72847 0.30668 3.50802  C1 1.088
21 H 5.49553 0.48005 5.24816  C1 1.087
22 H 3.08069 0.94270 4.89817  C2 1.092
23 H 3.52241 -0.62391 4.22080  C2 1.092
24 H 3.24848 1.97098 2.63864  C3 1.094
25 H 3.70177 0.40305 1.96282  C3 1.092
26 H 1.07258 0.98172 3.41467  C4 1.095
27 H 1.50548 -0.54276 2.62932  C4 1.094
28 H 1.12601 2.01452 1.28171  N5 1.016
29 H 1.34213 -0.71135 0.27442  C6 1.094
30 H 2.53941 0.55177 -0.08107  C6 1.103
31 H 0.79361 1.93138 -1.17522  C7 1.094
32 H -0.42071 0.67594 -0.83659  C7 1.094
33 H 1.11224 -1.41932 -3.32574  C9 1.093
34 H 0.52767 -1.65259 -1.65590  C9 1.096
35 H -1.17963 -1.82729 -3.63547  C10 1.098
36 H -1.09019 -0.03866 -3.65124  C10 1.097
37 H -3.44565 -0.75822 0.00347  C13 1.078
38 H -5.92776 -0.59874 -0.14465  C14 1.078
39 H -5.65911 -0.66700 -4.39933  C17 1.078
40 H -3.21194 -0.82591 -4.26543  C18 1.078